1.
This record from OMol25 describes 2 unconnected molecules or ions with the total composition C3H2Cl2F2O in a non-equilibrium geometry. The level of theory is ωB97M-V with the def2-TZVPD basis set.

HOMO-LUMO gap = 9.03 eV
Lowest unoccupied orbital energy = -0.207 eV
Charge = 0
ΔE to the lowest compared entry with this formula, charge and spin = 1.591 eV

Structure (XYZ):
```
10
C3H2Cl2F2O | OMol25 | ωB97M-V with the def2-TZVPD basis set
C -0.6986 0.7942 -1.5705
C 0.6494 0.1573 -0.0037
C -1.3475 2.2021 -1.3111
O -1.0311 0.0055 -2.3797
F -1.3665 2.9427 -2.4740
F -0.6134 2.8019 -0.3084
Cl 2.1794 0.8971 -0.1276
Cl -2.9971 1.9701 -0.7250
H 0.7801 -0.9249 0.0436
H 0.0731 0.7240 0.7763
```

Formally, the Löwdin partial charges of the atoms, in units of the elementary charge, are as follows: atom 1 (C): -0.2084, atom 2 (C): -0.5168, atom 3 (C): -0.8346, atom 4 (O): 0.1171, atom 5 (F): 0.0485, atom 6 (F): 0.0066, atom 7 (Cl): 0.5548, atom 8 (Cl): 0.7631, atom 9 (H): 0.0364, atom 10 (H): 0.0332

***

2.
This record from OMol25 describes C4H5NO in the gas phase. The level of theory is ωB97M-V with the def2-TZVPD basis set.

Structure (SMILES) = C1=N[C@H]2O[C@@H]2C1
HOMO-LUMO gap = 9.79 eV
Lowest unoccupied orbital energy = 0.833 eV
Charge = 0
ΔE to the lowest compared entry with this formula, charge and spin = 5.553 eV

Structure (XYZ):
```
11
C4H5NO | OMol25 | ωB97M-V with the def2-TZVPD basis set
C -0.0551 1.0347 0.6895
N -0.5898 0.1255 1.4277
C -0.1622 -1.0689 0.6488
O -0.5816 -2.0121 -0.3039
C -0.4301 -0.6423 -0.7466
C 0.5242 0.5520 -0.7015
H -0.0497 2.0756 1.0157
H 0.8341 -1.3603 1.0086
H -1.4424 -0.2612 -0.9103
H 1.5848 0.2995 -0.6049
H 0.3944 1.2936 -1.4965
```

Formally, the Löwdin partial charges of the atoms, in units of the elementary charge, are as follows: atom 1 (C): -0.1348, atom 2 (N): 0.1075, atom 3 (C): -0.3222, atom 4 (O): 0.0570, atom 5 (C): -0.2358, atom 6 (C): -0.0919, atom 7 (H): 0.1103, atom 8 (H): 0.1541, atom 9 (H): 0.1388, atom 10 (H): 0.1155, atom 11 (H): 0.1015

***

The highest lowest unoccupied orbital energy belongs to which entry?
C4H5NO

***

Among the records above, which one has the highest lowest unoccupied orbital energy?
C4H5NO